Entry 1:
Formula: C6H15INO
Source: the Open Molecules 2025 dataset
Level of theory: ωB97M-V/def2-TZVPD

The energy above the lowest of the compared OMol25 structures with the same formula, charge and spin comes out at 12.0 kcal/mol. As for the gap between HOMO and LUMO (alpha / beta): 8.76 / 8.76 eV. The calculation puts the highest occupied orbital energy (alpha / beta) at -13.4 / -13.4 eV. The charge is +1. The value obtained for the molar mass is 244.10 g mol⁻¹.

Last column: Löwdin charge in e.
CARTESIAN COORDINATES (ANGSTROEM)
I -2.6744 0.2835 -0.0034  1.1045
O -0.7082 -0.7083 1.7092  0.0190
N 0.5593 1.2075 -0.0125  -0.3294
C -0.4805 -1.7806 -0.6202  -0.2258
C -0.0191 2.3093 0.8409  -0.0645
C 1.9469 0.9140 0.4877  -0.0079
C -0.8091 -0.6762 0.3934  -0.6271
C 0.5397 1.4743 -1.3671  -0.1371
C -1.4303 -3.0511 -0.4852  -0.0554
H 0.5232 -2.2217 -0.4043  0.1304
H 1.6825 0.6439 1.5241  0.0997
H -2.2264 -2.8830 0.1786  0.0373
H -1.7837 -3.2950 -1.4423  0.0619
H -0.8211 -3.9381 -0.0202  0.1274
H 0.8797 2.8854 0.9894  0.0882
H 1.1993 2.3981 -1.6600  0.1530
H -0.9014 2.8867 0.4864  0.0941
H -0.3101 1.8916 1.7755  0.0675
H 2.4545 0.1707 -0.0210  0.0811
H -0.5070 -1.3836 -1.5756  0.0728
H 1.0139 0.6999 -1.8513  0.0615
H 2.4485 1.7993 0.6994  0.0735
H -0.0896 -1.2523 2.0955  0.1027
H -0.4867 1.6258 -1.7170  0.0726


Entry 2:
Formula: C12H13N3O
Source: the Open Molecules 2025 dataset
Level of theory: ωB97M-V/def2-TZVPD

The energy above the lowest of the compared OMol25 structures with the same formula, charge and spin comes out at 35.0 kcal/mol. As for the gap between HOMO and LUMO: 9.03 eV. The calculation puts the highest occupied orbital energy at -8.3 eV. Its SMILES is COc1ccccc1CNc1cncnc1. The value obtained for the molar mass is 215.26 g mol⁻¹.

Last column: Löwdin charge in e.
CARTESIAN COORDINATES (ANGSTROEM)
O -2.1932 -1.5199 0.0016  -0.0936
N 4.4469 0.3746 0.1614  0.0700
N 1.4322 -0.5440 -1.6314  0.0063
N 2.9064 -0.5124 1.7034  0.0769
C 4.0777 0.0021 1.3757  -0.2430
C 2.0213 -0.6770 0.7396  -0.0753
C -2.6164 0.7694 0.7250  -0.0212
C 2.2929 -0.3331 -0.5937  -0.2464
C -1.1053 2.4807 -0.0177  -0.0867
C -2.2229 2.0975 0.6964  -0.0840
C -0.7480 0.1937 -0.6902  -0.1471
C 3.5698 0.2107 -0.8065  -0.0891
C 0.0414 -0.8672 -1.4263  -0.1395
C -1.8868 -0.1893 0.0347  -0.2338
C -3.2950 -1.9761 0.7488  -0.0811
C -0.3757 1.5256 -0.7066  -0.0353
H 4.7975 0.1360 2.1709  0.0991
H 0.5019 1.8268 -1.2599  0.1126
H -2.7992 2.8309 1.2400  0.1039
H -0.4098 -1.0425 -2.4075  0.1374
H -3.1712 -1.7691 1.8164  0.0981
H -3.3282 -3.0533 0.5926  0.0946
H 3.8820 0.5220 -1.7975  0.1109
H 1.6636 -0.0685 -2.4902  0.1332
H -4.2314 -1.5318 0.3966  0.0964
H -0.0290 -1.8057 -0.8673  0.1215
H -3.4920 0.4938 1.2908  0.1018
H -0.7978 3.5146 -0.0397  0.1011
H 1.0680 -1.0884 1.0406  0.1124


Entry 3:
Formula: C5H36N2O12
Source: the Open Molecules 2025 dataset
Level of theory: ωB97M-V/def2-TZVPD

The energy above the lowest of the compared OMol25 structures with the same formula, charge and spin comes out at 45.5 kcal/mol. As for the gap between HOMO and LUMO: 8.87 eV. The calculation puts the highest occupied orbital energy at -8.9 eV. Its SMILES is C[C@@H](N)CNCCO.O.O.O.O.O.O.O.O.O.O.O. The value obtained for the molar mass is 316.34 g mol⁻¹.

Last column: Löwdin charge in e.
CARTESIAN COORDINATES (ANGSTROEM)
O 1.7001 1.4645 -2.7004  -0.0633
O 2.8010 2.9057 -0.2152  -0.0598
O 3.0710 0.7483 1.8536  -0.0643
O 0.9761 -1.4016 3.6828  -0.0833
O 0.0280 3.4853 -0.8897  -0.0755
O -0.6948 1.9496 1.2809  -0.0699
O -0.4732 -3.7676 3.1004  -0.0616
O -0.8207 1.4564 -3.7674  -0.0752
O -2.3991 1.9663 -1.8549  -0.0164
O -3.6574 -1.5627 -1.3221  -0.1005
O 0.9023 1.3843 3.4754  -0.0929
O -1.5333 -1.0319 -3.0708  -0.0443
N 2.2047 -2.1193 1.1472  0.0421
N -0.9600 -0.3970 -0.0688  -0.0784
C 0.2385 -0.7325 0.7066  -0.2081
C -2.2617 -0.8055 0.4979  -0.1517
C 1.0951 -1.8944 0.2000  -0.4039
C -2.8381 -2.0619 -0.2519  -0.2064
C 1.5238 -1.6292 -1.2190  -0.0537
H 0.4428 1.6438 2.6406  0.0082
H -2.1220 -2.8090 -0.5468  0.1080
H -0.8028 -0.6213 -1.0424  0.0728
H -3.1182 -1.4765 -2.1265  0.0408
H -2.9670 -0.0494 0.1301  0.1005
H -0.0141 -3.1902 3.7204  0.0055
H 0.9114 -2.1428 -1.9743  0.0688
H 0.4633 -2.7878 0.3124  0.1275
H -0.0038 -0.8194 1.7855  0.0992
H 2.7731 2.1678 -0.8515  0.0288
H 2.4492 -2.1830 -1.4999  0.0918
H 2.8407 -2.8835 0.9554  0.0915
H 0.8017 0.1677 0.9969  0.0938
H 1.6839 -0.5989 -1.4960  0.0562
H 0.7559 1.4615 -2.9781  0.0103
H -0.5125 -3.3218 2.2444  0.0063
H -1.5673 1.8209 -3.1951  0.0334
H -3.6314 -2.4588 0.3857  0.1127
H 3.0819 3.6754 -0.7440  0.0655
H 2.6853 -1.2319 1.2521  0.0497
H 1.2932 -1.9492 2.9310  0.0201
H -1.0710 1.3911 0.5790  0.0121
H 0.8410 3.1572 -1.3128  0.0048
H -1.5429 -0.0612 -3.1872  0.0161
H -2.0263 2.7531 -1.4365  0.0533
H -0.8419 1.7980 -4.6448  0.0642
H -1.2430 2.7536 1.2082  0.0830
H 3.5180 1.3961 1.3017  0.0184
H -0.6299 -1.2929 -3.1747  0.0261
H 2.1436 2.1468 -3.1823  0.0365
H 0.5762 0.4817 3.6740  0.0179
H 1.6056 -1.3930 4.4000  0.0678
H 2.5732 1.1453 2.5772  0.0080
H 0.1358 3.2647 0.0569  0.0217
H -2.2978 -0.8248 1.5796  0.1220
H -2.1722 1.2504 -1.2505  0.0235


Entry 4:
Formula: C6H10
Source: the Open Molecules 2025 dataset
Level of theory: ωB97M-V/def2-TZVPD

The energy above the lowest of the compared OMol25 structures with the same formula, charge and spin comes out at 95.3 kcal/mol. As for the gap between HOMO and LUMO: 8.42 eV. The calculation puts the highest occupied orbital energy at -8.0 eV. The value obtained for the molar mass is 82.15 g mol⁻¹.

Last column: Löwdin charge in e.
CARTESIAN COORDINATES (ANGSTROEM)
C -0.8987 0.3170 2.0702  -0.1695
C 0.5336 0.2657 -0.4720  -0.3292
C 0.8300 0.0562 -1.9291  -0.1261
C -0.3690 -0.9941 1.6113  0.0024
C -0.5903 0.2287 -1.4696  -0.1293
C 0.6330 -0.8803 0.5203  -0.2509
H 1.2936 0.8678 -2.4837  0.0976
H 0.7803 1.2488 -0.0807  0.1251
H -0.3224 1.2290 1.8522  0.0684
H -1.8561 0.4216 1.5267  0.1011
H -1.1114 1.1538 -1.6973  0.0985
H -1.2211 -0.6574 -1.4639  0.1064
H -1.1701 0.2886 3.1303  0.0627
H 1.5483 -0.7750 1.1433  0.1389
H 1.1399 -0.9343 -2.2544  0.1003
H 0.7804 -1.8360 -0.0036  0.1036